Below is a cluster of 8 separate species, C50H47F7O5 in total in a non-equilibrium geometry, with properties calculated with ωB97M-V/def2-TZVPD.

ORCA input file:
```
! RIJCOSX wB97M-V def2-TZVPD def2/J DEFGRID3
* xyz 0 1
C 2.145 3.777 0.281
C 3.361 2.894 0.590
C 3.597 1.791 -0.434
C 2.890 0.481 -0.096
C 1.379 0.410 -0.298
O 0.979 1.119 -1.469
C -0.222 1.706 -1.404
O -1.162 1.273 -0.782
C 5.102 1.457 -0.475
O 5.609 2.489 -1.319
C 4.660 2.628 -2.280
O 4.825 3.019 -3.418
O 3.447 2.280 -1.760
H 2.481 4.696 -0.180
H 1.575 3.963 1.177
H 1.483 3.313 -0.437
H 3.215 2.423 1.556
H 4.254 3.498 0.694
H 3.343 -0.357 -0.611
H 3.076 0.321 0.960
H 1.109 -0.634 -0.432
H 0.831 0.738 0.576
H -0.278 2.633 -1.974
H 5.605 1.410 0.477
H 5.231 0.541 -1.044
F 2.812 5.364 2.810
C 3.905 6.146 2.940
C 3.903 7.398 2.361
C 5.029 8.197 2.496
C 6.134 7.732 3.196
C 6.116 6.466 3.766
C 4.991 5.664 3.643
H 3.032 7.736 1.814
H 5.042 9.183 2.053
H 7.012 8.357 3.295
H 6.972 6.104 4.304
H 4.952 4.677 4.086
F 7.613 4.191 5.225
C 7.079 3.995 6.452
C 6.993 5.061 7.327
C 6.440 4.856 8.582
C 5.992 3.595 8.949
C 6.091 2.537 8.057
C 6.633 2.736 6.796
H 7.355 6.035 7.025
H 6.361 5.683 9.274
H 5.565 3.438 9.930
H 5.747 1.553 8.343
H 6.713 1.925 6.085
F 0.655 -2.729 -5.176
C -0.369 -1.861 -5.070
C -0.643 -1.297 -3.841
C -1.698 -0.402 -3.735
C -2.463 -0.090 -4.851
C -2.171 -0.673 -6.077
C -1.115 -1.564 -6.194
H -0.038 -1.558 -2.982
H -1.925 0.050 -2.780
H -3.287 0.606 -4.765
H -2.769 -0.435 -6.947
H -0.866 -2.024 -7.140
F 9.168 1.825 8.556
C 10.271 2.587 8.706
C 10.300 3.842 8.134
C 11.436 4.622 8.292
C 12.522 4.138 9.009
C 12.471 2.871 9.573
C 11.337 2.086 9.427
H 9.446 4.199 7.576
H 11.472 5.610 7.855
H 13.407 4.749 9.128
H 13.317 2.491 10.129
H 11.274 1.098 9.863
F -7.636 -4.051 -1.084
C -6.439 -3.633 -1.555
C -6.261 -2.294 -1.834
C -5.031 -1.872 -2.315
C -4.006 -2.786 -2.515
C -4.211 -4.129 -2.230
C -5.436 -4.561 -1.742
H -7.075 -1.599 -1.676
H -4.871 -0.824 -2.533
H -3.052 -2.451 -2.892
H -3.415 -4.844 -2.389
H -5.614 -5.602 -1.507
F -12.178 -8.328 -4.249
C -11.536 -7.315 -3.626
C -12.193 -6.113 -3.455
C -11.531 -5.077 -2.810
C -10.231 -5.252 -2.356
C -9.591 -6.469 -2.545
C -10.245 -7.513 -3.182
H -13.204 -5.996 -3.822
H -12.034 -4.131 -2.663
H -9.719 -4.445 -1.859
H -8.577 -6.605 -2.196
H -9.766 -8.471 -3.334
F -9.794 -7.310 -10.941
C -10.436 -7.417 -9.760
C -10.523 -6.308 -8.943
C -11.188 -6.422 -7.731
C -11.746 -7.635 -7.350
C -11.643 -8.738 -8.187
C -10.987 -8.632 -9.406
H -10.075 -5.374 -9.256
H -11.270 -5.562 -7.080
H -12.260 -7.720 -6.407
H -12.073 -9.685 -7.891
H -10.900 -9.477 -10.076
*
```

Values from the calculation:
HOMO   -9.10 eV
E_tot   -3008.7275 Ha
SMILES   CC[C@]1(CCOC=O)COC(=O)O1.Fc1ccccc1.Fc1ccccc1.Fc1ccccc1.Fc1ccccc1.Fc1ccccc1.Fc1ccccc1.Fc1ccccc1

These are the Mulliken partial charges, in e, on atoms 1 to 99: number 1, C, carries -1.00; number 2, C, carries -1.03; number 3, C, carries 1.86; number 4, C, carries -1.17; number 5, C, carries -0.71; number 6, O, carries -0.13; number 7, C, carries 0.06; number 8, O, carries -0.58; number 9, C, carries -1.09; number 10, O, carries -0.34; number 11, C, carries 0.53; number 12, O, carries -0.58; number 13, O, carries -0.41; number 14, H, carries 0.30; number 15, H, carries 0.27; number 16, H, carries 0.20; number 17, H, carries 0.27; number 18, H, carries 0.52; number 19, H, carries 0.50; number 20, H, carries 0.33; number 21, H, carries 0.45; number 22, H, carries 0.41; number 23, H, carries 0.49; number 24, H, carries 0.37; number 25, H, carries 0.50; number 26, F, carries -0.32; number 27, C, carries 0.32; number 28, C, carries -0.53; number 29, C, carries -0.33; number 30, C, carries -0.81; number 31, C, carries -0.14; number 32, C, carries -0.31; number 33, H, carries 0.44; number 34, H, carries 0.37; number 35, H, carries 0.39; number 36, H, carries 0.44; number 37, H, carries 0.47; number 38, F, carries -0.41; number 39, C, carries 0.34; number 40, C, carries -0.20; number 41, C, carries -0.41; number 42, C, carries -0.55; number 43, C, carries -0.43; number 44, C, carries -0.45; number 45, H, carries 0.48; number 46, H, carries 0.40; number 47, H, carries 0.40; number 48, H, carries 0.41; number 49, H, carries 0.45; number 50, F, carries -0.32; number 51, C, carries 0.33; number 52, C, carries -0.42; number 53, C, carries -0.48; number 54, C, carries -0.56; number 55, C, carries -0.36; number 56, C, carries -0.54; number 57, H, carries 0.47; number 58, H, carries 0.62; number 59, H, carries 0.43; number 60, H, carries 0.38; number 61, H, carries 0.44; number 62, F, carries -0.22; number 63, C, carries 0.26; number 64, C, carries 0.18; number 65, C, carries -0.52; number 66, C, carries -0.52; number 67, C, carries -0.37; number 68, C, carries -0.58; number 69, H, carries 0.24; number 70, H, carries 0.36; number 71, H, carries 0.38; number 72, H, carries 0.36; number 73, H, carries 0.42; number 74, F, carries -0.32; number 75, C, carries 0.35; number 76, C, carries -0.47; number 77, C, carries -0.30; number 78, C, carries -0.10; number 79, C, carries -0.53; number 80, C, carries -0.40; number 81, H, carries 0.42; number 82, H, carries 0.33; number 83, H, carries 0.24; number 84, H, carries 0.37; number 85, H, carries 0.41; number 86, F, carries -0.37; number 87, C, carries 0.32; number 88, C, carries -0.31; number 89, C, carries -0.47; number 90, C, carries -0.45; number 91, C, carries -0.22; number 92, C, carries -0.53; number 93, H, carries 0.43; number 94, H, carries 0.37; number 95, H, carries 0.46; number 96, H, carries 0.36; number 97, H, carries 0.42; number 98, F, carries -0.32; number 99, C, carries 0.31

Below is a structure of composition C50H48Cl2MoN7O3P2S2, with properties calculated with ωB97M-V/def2-TZVPD.

ORCA input file:
```
! RIJCOSX wB97M-V def2-TZVPD def2/J DEFGRID3
* xyz 3 3
Mo -0.264 -1.525 -0.319
C -2.800 -2.491 -3.928
C -2.290 -2.057 -2.597
N -1.065 -2.206 -2.220
N -0.193 -2.869 -3.066
C 0.650 -3.741 -2.486
N 1.397 -4.520 -3.250
S 0.722 -3.810 -0.785
C -3.134 -1.490 -1.545
C -4.453 -1.157 -1.757
C -5.228 -0.718 -0.685
C -4.638 -0.669 0.555
C -3.296 -1.014 0.685
N -2.521 -1.393 -0.327
H -2.511 -3.527 -4.121
H -3.880 -2.439 -3.993
H -2.388 -1.858 -4.718
H -0.341 -2.815 -4.066
H 1.295 -4.571 -4.253
H 2.047 -5.160 -2.818
H -4.883 -1.229 -2.743
H -6.263 -0.440 -0.829
H -5.177 -0.359 1.439
H -2.862 -0.979 1.668
Cl 7.191 -0.822 0.435
C 5.478 -0.927 0.522
C 4.861 -0.975 1.789
C 3.497 -1.061 1.926
Cl 2.806 -1.049 3.504
C 2.666 -1.134 0.785
O 1.378 -1.248 0.919
C 3.297 -1.045 -0.477
C 2.499 -0.926 -1.630
O 1.240 -0.936 -1.661
C 4.707 -0.946 -0.605
H 5.477 -0.930 2.678
H 3.003 -0.777 -2.592
H 5.159 -0.880 -1.585
N -0.664 -1.037 2.837
P -0.673 0.299 1.741
C -2.135 1.235 2.280
C -2.737 2.167 1.436
C -3.814 2.919 1.878
C -4.302 2.747 3.167
C -3.716 1.813 4.009
C -2.641 1.055 3.568
C 0.683 1.409 2.137
C 1.642 1.712 1.173
C 2.674 2.587 1.468
C 2.759 3.157 2.730
C 1.798 2.869 3.692
C 0.754 2.011 3.394
P -0.648 -2.506 1.991
C -2.216 -3.343 2.289
C -2.523 -4.449 1.498
C -3.698 -5.149 1.718
C -4.567 -4.749 2.726
C -4.262 -3.651 3.517
C -3.088 -2.944 3.299
C 0.556 -3.566 2.818
C 1.795 -3.941 2.306
C 2.649 -4.733 3.056
C 2.289 -5.133 4.334
C 1.062 -4.752 4.860
C 0.191 -3.987 4.102
H -0.078 -0.986 3.667
H -2.390 2.273 0.417
H -4.276 3.638 1.216
H -5.137 3.340 3.515
H -4.090 1.678 5.014
H -2.197 0.328 4.236
H 1.575 1.266 0.187
H 3.412 2.831 0.715
H 3.565 3.839 2.963
H 1.854 3.329 4.669
H -0.009 1.825 4.143
H -1.839 -4.780 0.723
H -3.933 -6.014 1.114
H -5.480 -5.302 2.901
H -4.933 -3.350 4.310
H -2.849 -2.085 3.914
H 2.124 -3.608 1.333
H 3.604 -5.029 2.644
H 2.960 -5.745 4.920
H 0.774 -5.063 5.854
H -0.778 -3.735 4.515
C 2.942 1.898 -5.056
C 2.763 3.068 -4.097
C 2.453 2.613 -2.679
N 1.140 1.967 -2.569
C 0.086 2.246 -1.814
S -1.160 1.056 -1.637
N -0.054 3.402 -1.164
C 0.747 4.632 -1.189
O 1.257 4.974 -0.163
C 0.773 5.353 -2.471
C -0.144 5.078 -3.485
C -0.101 5.806 -4.663
C 0.860 6.795 -4.828
C 1.774 7.071 -3.816
C 1.727 6.359 -2.633
H 3.163 2.244 -6.063
H 2.036 1.288 -5.129
H 3.769 1.255 -4.743
H 1.968 3.730 -4.443
H 3.675 3.665 -4.063
H 2.520 3.428 -1.965
H 3.190 1.865 -2.362
H 1.019 1.108 -3.085
H -0.727 3.388 -0.407
H -0.904 4.320 -3.348
H -0.820 5.614 -5.446
H 0.891 7.363 -5.748
H 2.510 7.851 -3.950
H 2.416 6.572 -1.827
*
```

Values from the calculation:
HOMO (spin up / spin down)   -14.78 / -15.21 eV
E_tot   -5010.1070 Ha

These are the Mulliken partial charges, in e, on atoms 1 to 99: number 1, Mo, carries 0.01; number 2, C, carries -1.89; number 3, C, carries 0.45; number 4, N, carries 1.19; number 5, N, carries -0.85; number 6, C, carries 0.36; number 7, N, carries -0.36; number 8, S, carries -0.02; number 9, C, carries 0.46; number 10, C, carries -1.18; number 11, C, carries -1.22; number 12, C, carries -1.50; number 13, C, carries -0.91; number 14, N, carries 1.56; number 15, H, carries 0.45; number 16, H, carries 0.51; number 17, H, carries 0.41; number 18, H, carries 0.35; number 19, H, carries 0.22; number 20, H, carries 0.26; number 21, H, carries 0.47; number 22, H, carries 0.52; number 23, H, carries 0.66; number 24, H, carries 0.65; number 25, Cl, carries -0.15; number 26, C, carries -0.15; number 27, C, carries -0.42; number 28, C, carries 0.98; number 29, Cl, carries -0.11; number 30, C, carries -1.28; number 31, O, carries 0.59; number 32, C, carries 0.02; number 33, C, carries -0.31; number 34, O, carries -0.48; number 35, C, carries -1.33; number 36, H, carries 0.55; number 37, H, carries 0.43; number 38, H, carries 0.57; number 39, N, carries 0.08; number 40, P, carries 1.46; number 41, C, carries 1.39; number 42, C, carries -0.64; number 43, C, carries -1.19; number 44, C, carries -0.77; number 45, C, carries -1.02; number 46, C, carries -0.67; number 47, C, carries 1.44; number 48, C, carries 0.80; number 49, C, carries -0.99; number 50, C, carries -1.05; number 51, C, carries -0.95; number 52, C, carries -0.87; number 53, P, carries 1.63; number 54, C, carries 1.01; number 55, C, carries -1.04; number 56, C, carries -0.74; number 57, C, carries -0.78; number 58, C, carries -0.84; number 59, C, carries -0.10; number 60, C, carries 1.49; number 61, C, carries 0.09; number 62, C, carries -1.11; number 63, C, carries -0.73; number 64, C, carries -0.83; number 65, C, carries -0.99; number 66, H, carries 0.61; number 67, H, carries 0.46; number 68, H, carries 0.53; number 69, H, carries 0.47; number 70, H, carries 0.51; number 71, H, carries 0.52; number 72, H, carries -0.61; number 73, H, carries 0.52; number 74, H, carries 0.50; number 75, H, carries 0.49; number 76, H, carries 0.46; number 77, H, carries 0.49; number 78, H, carries 0.50; number 79, H, carries 0.47; number 80, H, carries 0.51; number 81, H, carries 0.45; number 82, H, carries 0.07; number 83, H, carries 0.49; number 84, H, carries 0.45; number 85, H, carries 0.48; number 86, H, carries 0.39; number 87, C, carries -1.35; number 88, C, carries -0.29; number 89, C, carries -0.73; number 90, N, carries 0.64; number 91, C, carries -0.13; number 92, S, carries -0.19; number 93, N, carries 0.51; number 94, C, carries -0.66; number 95, O, carries -0.51; number 96, C, carries 0.95; number 97, C, carries -0.13; number 98, C, carries -0.72; number 99, C, carries -0.41